Here is the molecule C21H31N3O3S from the Open Molecules 2025 dataset. Energies are from ωB97M-V/def2-TZVPD.

Summary:
Kohn-Sham gap: 8.39 eV
Multiplicity: 1
LUMO energy: 0.547 eV
Calculated total energy: -1607.0797 Ha
Total charge: 0

Atoms and positions in Å:
C -0.99015 -1.48623 2.67828
H 1.61593 -5.77278 6.36773
C -3.29489 1.19622 -1.90994
C 1.63100 -1.93838 3.44802
H -4.94928 3.30253 -4.52425
H 1.93139 -3.56749 5.29644
C 1.66298 0.26839 -3.07186
C 1.07393 0.82428 -1.78377
H 5.56691 3.28926 -3.87710
H 5.03655 1.04507 -2.80747
H 1.70246 0.71726 -5.17232
H 1.15059 -0.68316 -3.26534
C 3.97329 1.29082 -2.84554
C 0.91777 -5.11666 6.88371
H -3.36197 3.56134 -3.77578
S -4.78209 2.05228 -2.52246
C -4.11384 2.81966 -4.02938
H -2.00933 -1.30909 2.37911
H 3.99076 1.70262 -4.95481
C 1.35848 -1.04492 2.43494
H 1.47583 -4.46201 7.55003
H 3.49069 -0.57292 -3.81183
H 3.34377 -0.60601 -2.04976
H -3.69675 2.05173 -4.67550
C 0.59650 -2.61805 4.09039
H 2.16524 -0.52248 1.94115
H -2.86355 0.66670 -2.76114
H 0.69649 0.53906 0.64385
H 1.98586 3.17202 -4.93868
O 1.72659 1.15649 -0.80732
C 0.04300 -0.80827 2.03885
H -2.02545 2.93935 -1.96720
C 1.40139 1.21854 -4.24913
H 0.22947 -5.71866 7.46928
C 4.50163 3.50537 -3.91085
H 0.33578 1.44768 -4.32898
H -0.79130 0.52747 -2.56562
C 3.16455 -0.00042 -2.93994
H 1.89398 3.02144 -3.18030
C 0.12886 -4.29639 5.88050
N 0.93895 -3.50966 5.11289
C -1.31214 0.47546 0.40566
C -1.04226 1.50991 -0.71544
H -1.52074 -2.90304 4.18414
C 3.69713 2.21482 -4.03036
H -2.82791 2.64482 -0.41844
O -1.07476 -4.34712 5.78510
H -3.65443 0.47505 -1.17878
C 2.19874 2.50979 -4.09630
H 4.23121 4.03640 -3.00072
O -2.41991 0.06872 0.68042
C -0.71618 -2.38240 3.69341
H 4.31013 4.15814 -4.75988
N -0.27238 0.90923 -1.79207
H 3.71386 1.80481 -1.91987
H -0.40686 2.29291 -0.27830
C -2.31775 2.16354 -1.25416
H 2.65575 -2.11240 3.74680
N -0.15828 0.11613 1.00915

Cartesian forces (eV/Å) of the 2 atoms listed first:
0.0 0.2 -0.2
0.1 0.0 0.0

Results of the Mulliken charge analysis, in e, for atoms 1 through 2: -0.584 0.326

Here is the molecule C3H2INS2 in a non-equilibrium geometry from the Open Molecules 2025 dataset. Energies are from ωB97M-V/def2-TZVPD.

Summary:
Kohn-Sham gap: 7.51 eV
Multiplicity: 1
LUMO energy: -0.671 eV
Calculated total energy: -1264.2542 Ha
Total charge: 0

Atoms and positions in Å:
H 0.54447 2.28230 -0.07879
S -2.91875 -1.37411 -0.30964
I 2.76347 -0.20816 -0.16972
S -1.57991 1.30880 -0.21169
C 0.74496 -0.07091 -0.28173
C -1.57200 -0.46789 -0.37273
H -0.21588 -1.99174 -0.20804
N 0.04919 1.51024 -0.49180
C -0.23503 -0.98208 -0.29491

Cartesian forces (eV/Å) of the 2 atoms listed first:
0.1 -0.1 0.6
-0.3 -0.1 -0.3

Results of the Mulliken charge analysis, in e, for atoms 1 through 2: 0.276 -0.287

Here is the molecule C5H10O2S in a non-equilibrium geometry from the Open Molecules 2025 dataset. Energies are from ωB97M-V/def2-TZVPD.

Summary:
Kohn-Sham gap: 9.04 eV
Multiplicity: 1
LUMO energy: 0.633 eV
Calculated total energy: -745.1761 Ha
Total charge: 0

Atoms and positions in Å:
H 1.71342 2.47335 -0.32449
H -1.29298 0.08841 0.76445
O -0.90442 -2.44251 0.45700
C -0.30741 0.52574 0.69708
S -0.21861 2.31448 1.22768
H -1.09145 -0.86852 -1.68541
O 0.38793 -3.34038 -1.15836
H 1.53305 3.85784 0.60860
C -0.06765 -1.06330 -1.36215
C 0.93104 3.12285 0.06728
H 1.40409 0.29878 -0.56471
H 0.00097 1.08822 -1.36513
H 0.32933 0.09306 1.45508
H 0.24893 -4.17531 -0.73139
H 0.52068 -1.22495 -2.26009
C 0.32661 0.29464 -0.69881
H 0.36866 3.65413 -0.69477
C -0.20960 -2.30529 -0.50390

Cartesian forces (eV/Å) of the 2 atoms listed first:
-0.4 -0.2 -0.3
-0.4 0.4 0.1

Results of the Mulliken charge analysis, in e, for atoms 1 through 2: 0.267 0.418

Across the entries above, energy above the lowest of the compared OMol25 structures with the same formula, charge and spin takes the values 4.1 44.9 9.6 kcal/mol, respectively.